Molecular formula: C30H44N2O13
Method: DFT, wB97M-V/def2-TZVPD

```
89
Properties=species:S:1:pos:R:3:forces:R:3
C 38.065 34.037 56.999 0.9926 -1.6324 -1.2876
C 36.954 33.684 55.997 3.4737 -1.4021 2.0596
O 37.145 32.834 55.176 -1.5019 0.7214 -0.2977
N 35.740 34.426 56.147 0.5632 4.9186 0.8718
H 34.996 33.940 55.823 -3.0831 -2.7488 -0.5120
H 35.507 35.096 57.160 1.2114 -2.3616 -0.5270
C 35.695 35.563 55.190 0.9506 3.3168 -0.2435
H 38.532 34.946 56.565 -0.0504 -0.5987 0.7708
H 38.810 33.148 56.988 -1.2521 1.5723 -0.2232
H 37.740 34.156 58.025 -0.2825 0.4316 0.0107
H 34.812 36.212 55.329 0.0704 -0.8050 0.1388
H 35.826 35.388 54.174 -0.7613 -1.9714 -1.9506
H 36.543 36.371 55.091 -2.0004 -3.4170 2.5727
N 34.666 34.609 59.009 -2.5311 -4.0160 -6.6805
O 33.550 35.036 59.151 -1.8054 2.1163 2.8652
O 35.582 35.405 58.614 -2.4374 -2.1406 -6.8658
O 34.753 33.408 58.673 1.0672 0.2622 0.9287
C 32.680 30.957 59.998 7.1067 -0.3882 1.0194
C 33.931 30.371 59.208 -5.5065 -3.5907 -0.5201
C 33.577 28.760 59.097 1.1670 1.7362 0.4203
O 33.728 30.788 57.807 5.1491 3.6712 2.4192
H 32.870 31.923 59.792 -0.5513 3.8101 -0.0811
H 32.614 30.680 61.001 0.6851 -0.0290 2.0424
H 31.898 30.569 59.642 -6.2392 -2.4403 -3.5832
H 34.815 30.745 59.672 1.0109 -0.3390 -0.0249
H 33.225 28.391 60.080 1.2006 -0.1619 -0.0928
H 34.536 28.278 58.643 -2.3591 0.1505 0.6734
H 32.558 28.695 58.589 1.8929 0.1371 -0.4644
H 34.536 31.554 57.951 -3.6173 -2.5701 -1.8405
C 37.317 39.135 57.414 -3.1845 -0.1324 3.4478
C 36.960 37.738 56.760 -1.4556 1.2229 2.3015
C 37.245 37.936 55.324 -0.7999 2.7233 -5.0982
O 37.832 36.791 57.341 0.1393 0.5133 -1.4790
H 36.738 40.010 57.094 -0.2454 -0.4585 -0.4118
H 38.312 39.416 57.294 1.9089 -0.0696 -0.3422
H 37.112 39.170 58.629 0.5832 -0.5795 -3.0328
H 35.852 37.373 57.068 2.2141 1.3271 -1.0708
H 37.117 37.095 54.474 1.8371 2.8329 1.5397
H 38.207 38.476 55.204 -0.1371 -0.9177 0.0238
H 36.544 38.771 54.771 1.1403 -1.8830 1.8611
H 37.339 36.553 58.107 -0.0729 -0.7811 1.8299
C 37.734 37.035 61.917 -3.4631 -0.7572 5.1360
C 36.382 36.854 61.298 1.0952 -1.8454 1.5728
C 35.537 38.070 61.100 -1.8179 -1.0294 -1.8926
O 36.530 36.059 60.102 2.9750 3.1179 5.7515
H 37.738 37.629 62.880 -0.6082 0.2634 -1.1976
H 38.390 37.440 61.318 3.7534 1.7234 -3.2990
H 37.989 36.133 62.423 0.9232 -1.2454 -0.6165
H 35.793 36.150 62.002 2.4289 1.4771 -0.8600
H 34.795 37.552 60.432 -0.0538 1.1883 0.1151
H 35.927 38.897 60.472 0.0694 -0.2953 0.9951
H 34.904 38.277 61.984 1.1278 0.9134 -0.6645
H 35.653 35.729 59.872 1.4005 1.7653 1.9107
C 32.983 37.780 64.508 -6.5436 1.4331 1.2698
C 31.480 37.671 64.055 10.0833 -0.9955 0.3901
C 31.151 37.082 62.759 8.2651 -0.8025 0.9849
O 30.126 37.066 62.267 -7.3197 0.0487 -2.4018
C 32.318 36.531 61.954 6.9867 1.7408 5.5834
C 33.749 36.595 62.433 -7.0458 -2.2394 -2.2443
C 34.086 37.136 63.762 -8.0457 0.3060 -3.3655
O 35.153 37.132 64.133 8.3600 -0.1121 3.5334
H 33.352 38.407 65.509 -1.3729 -1.8058 -2.8123
H 30.696 38.160 64.402 -3.0941 2.3659 2.5986
H 32.170 35.977 61.132 -0.8786 -1.7020 -3.1132
H 34.575 36.017 61.922 -2.5794 0.7745 0.6418
C 31.462 37.555 57.655 1.6102 2.0544 8.2731
C 31.236 38.136 59.147 -4.9467 -3.0276 -11.0933
C 29.818 38.677 59.402 4.6463 0.9859 4.2043
O 29.713 39.349 60.471 -0.8394 -1.5170 -3.1907
C 28.807 38.333 58.481 -1.7099 -1.8282 -6.3640
C 28.991 37.724 57.108 -1.7502 2.3680 6.0159
C 30.377 37.370 56.741 -0.2008 -1.9842 -1.7548
O 30.627 36.747 55.702 -0.5833 0.7693 0.3895
H 32.517 37.096 57.478 -2.1971 1.0513 -0.0593
H 32.087 38.330 59.574 4.1937 1.0233 3.2841
H 27.820 38.680 58.785 -0.0083 -0.3915 -0.1796
H 28.040 37.445 56.542 1.8839 0.5249 0.5389
C 35.011 33.053 62.171 -6.9769 2.4914 4.4882
C 34.825 33.450 63.598 -1.4331 -0.9281 -3.8716
C 36.072 33.713 64.394 -0.7780 1.2837 -0.5985
O 36.230 34.200 65.494 -1.8056 -0.2216 1.0957
C 37.302 33.617 63.691 2.4293 -3.2025 -6.3945
C 37.390 33.047 62.278 4.4161 2.6152 7.6919
C 36.253 32.940 61.492 0.0792 -1.0482 -2.6567
O 36.372 32.742 60.277 -0.0428 -0.2772 1.5503
H 33.922 33.079 61.549 3.4453 -0.3858 1.5305
H 33.710 33.684 64.023 3.1116 -0.7606 -1.0862
H 38.119 33.913 64.390 -0.1564 -0.5754 -1.2595
H 38.416 32.773 61.884 -1.5225 0.6634 0.2635
```
Positions in Å, forces in eV/Å.

Summary:
- Energy above the lowest of the compared OMol25 structures with the same formula, charge and spin: 3.8569 eV
- Frontier orbital gap: 6.739 eV
- Lowest unoccupied orbital energy: -2.41 eV
- Calculated total energy: -2256.115567 Ha